Computed, not measured: a 12-piece molecular cluster, C44H66F2NO37S2 overall at a distorted geometry, with the ωB97M-V functional and the def2-TZVPD basis.

Geometry (Å):
N -7.2448 -24.4837 -5.0685
S -7.4623 -23.8571 -3.4907
O -8.0030 -22.5655 -3.3941
O -6.6208 -24.3701 -2.4680
F -8.9269 -24.7678 -3.1484
S -6.0723 -23.6617 -5.6988
O -4.7939 -23.6869 -5.0671
O -6.4939 -22.4522 -6.3178
F -5.8391 -24.5767 -7.0620
C -9.8489 -22.4721 -7.0971
C -10.1729 -21.6094 -5.9628
C -9.2210 -20.3426 -5.9185
O -10.1427 -19.2538 -5.9719
C -11.4066 -19.6880 -6.0423
O -12.3179 -18.9668 -6.2106
O -11.4666 -21.0571 -5.8883
H -10.5984 -23.2694 -7.0422
H -8.8387 -22.8882 -6.9962
H -9.8956 -21.9816 -8.0602
H -10.0026 -22.2396 -5.0792
H -8.5122 -20.2822 -6.7407
H -8.6749 -20.2969 -4.9782
C -11.8628 -24.5855 -3.6333
C -11.1523 -25.2611 -4.7584
C -10.4782 -26.5945 -4.4443
O -11.3186 -27.5673 -5.1131
C -12.1903 -27.0514 -5.9746
O -13.0267 -27.6063 -6.5495
O -12.0620 -25.6608 -5.8733
H -11.1343 -24.1378 -2.9585
H -12.4033 -25.3065 -3.0106
H -12.4956 -23.7774 -4.0011
H -10.3926 -24.5845 -5.1615
H -10.4642 -26.8285 -3.3809
H -9.4525 -26.6246 -4.8257
C -1.8688 -20.6289 -7.5510
C -2.3370 -21.7849 -6.7407
C -2.3165 -23.1489 -7.3725
O -1.5710 -23.9981 -6.4923
C -1.0278 -23.2568 -5.5087
O -0.2544 -23.6776 -4.7114
O -1.4270 -21.9765 -5.5842
H -2.5803 -20.5646 -8.3957
H -0.8643 -20.9126 -7.9063
H -1.8521 -19.6876 -6.9955
H -3.3064 -21.5191 -6.3150
H -1.7768 -23.1272 -8.3312
H -3.2484 -23.6190 -7.6492
C -3.2792 -26.8625 -8.9290
C -4.4367 -27.5900 -9.4824
C -5.6788 -26.8133 -9.4234
O -6.3670 -27.1529 -10.7092
C -5.4444 -27.6028 -11.5754
O -5.6554 -27.8249 -12.6895
O -4.2800 -27.7656 -10.9605
H -3.4016 -26.6409 -7.8696
H -3.3223 -25.8627 -9.3403
H -2.3228 -27.3492 -9.1425
H -4.4822 -28.6065 -9.0895
H -5.4824 -25.7386 -9.4175
H -6.3637 -27.0279 -8.6089
C -5.5579 -19.0881 -9.8535
C -5.8859 -20.3189 -9.0454
C -7.0474 -21.0756 -9.6172
O -6.5661 -22.4343 -9.7949
C -5.2159 -22.5217 -9.5698
O -4.5649 -23.4412 -9.7043
O -4.8071 -21.2777 -9.0736
H -5.4717 -19.3751 -10.8966
H -4.7046 -18.6202 -9.3628
H -6.4640 -18.4640 -9.8610
H -6.0991 -20.0592 -8.0017
H -7.3503 -20.7732 -10.6139
H -7.9215 -21.1130 -8.9816
C -5.4906 -26.3055 0.0231
C -6.0857 -25.0372 0.4069
C -7.5794 -24.9741 0.6019
O -7.7183 -24.0118 1.6512
C -6.5673 -23.8783 2.3736
O -6.4653 -23.2604 3.3502
O -5.6324 -24.6423 1.7814
H -5.8679 -27.0856 0.6860
H -4.4071 -26.3666 0.0483
H -5.8080 -26.5155 -0.9944
H -5.7408 -24.2036 -0.2113
H -7.9013 -25.9450 0.9946
H -8.1164 -24.7070 -0.3130
C -7.8255 -28.9639 -5.7736
C -6.8912 -27.8167 -5.5557
C -6.5140 -27.7309 -4.0638
O -5.0862 -27.5637 -4.0355
C -4.5512 -27.8222 -5.2852
O -3.4154 -27.8736 -5.4810
O -5.5375 -27.9421 -6.1632
H -8.0309 -29.1234 -6.8333
H -8.7868 -28.7269 -5.3087
H -7.5756 -29.9104 -5.2967
H -7.3789 -26.9044 -5.9116
H -6.7803 -28.6555 -3.5353
H -7.0034 -26.8612 -3.6457
C -5.4648 -19.2260 -4.8440
C -4.3517 -18.4763 -4.2422
C -3.8973 -19.0895 -2.8776
O -2.4729 -18.9672 -2.9947
C -2.0517 -18.8319 -4.2367
O -0.9661 -18.8425 -4.6609
O -3.1591 -18.6349 -5.0489
H -6.3328 -19.2076 -4.1957
H -5.1142 -20.2443 -4.9854
H -5.7234 -18.7536 -5.7880
H -4.6486 -17.4160 -4.1334
H -4.3087 -20.1060 -2.7320
H -4.2209 -18.5194 -1.9988
C -9.2569 -26.1007 -7.7623
C -10.0723 -25.4867 -8.8308
C -9.4602 -24.3688 -9.6492
O -9.4608 -24.9122 -10.9963
C -10.2049 -26.1091 -11.0453
O -10.3352 -26.7547 -12.0034
O -10.5309 -26.4333 -9.7775
H -8.3840 -26.5436 -8.2614
H -9.7363 -26.9211 -7.2380
H -8.8721 -25.2908 -7.1322
H -10.9545 -25.1509 -8.2888
H -8.3903 -24.2507 -9.4482
H -10.0438 -23.4489 -9.6547
C -9.6792 -21.4589 -1.0588
C -8.3992 -20.8085 -1.2474
C -8.0776 -19.6837 -0.2562
O -6.6386 -19.7640 -0.0483
C -6.2935 -21.0254 -0.3440
O -5.2136 -21.4273 -0.2269
O -7.2824 -21.7063 -0.9717
H -9.8375 -21.8981 -0.0921
H -9.8741 -22.2750 -1.7530
H -10.4558 -20.6995 -1.1041
H -8.2817 -20.4578 -2.2688
H -8.5951 -19.8779 0.6881
H -8.3629 -18.6866 -0.5635
C -2.7650 -22.5895 -2.1789
C -2.9894 -23.8509 -1.5692
C -3.1207 -25.0056 -2.5830
O -2.4863 -26.0904 -1.8401
C -1.6463 -25.7191 -0.8815
O -0.8765 -26.3248 -0.3073
O -1.9131 -24.3573 -0.6507
H -2.5502 -21.7944 -1.4733
H -3.5755 -22.3390 -2.8627
H -1.8224 -22.6405 -2.7397
H -3.9237 -23.7413 -1.0031
H -2.4823 -24.8513 -3.4577
H -4.1267 -25.3574 -2.7918

As for the spin multiplicity: 1. Its total charge is -1. As for the HOMO-LUMO gap: 9.865 eV. The value obtained for the LUMO energy is 0.0475 hartree. The molar mass is 1303.112 g mol⁻¹.

---

Computed, not measured: C3H10N4 as an isolated structure at a distorted geometry, with the ωB97M-V functional and the def2-TZVPD basis.

Geometry (Å):
C 0.5344 -0.6908 -0.3410
N 0.5981 -0.9051 1.0813
N 0.6124 -1.8760 -1.1504
N 1.1163 1.6323 -0.2761
C 1.2560 0.4037 -0.8449
H 1.5360 -0.8744 1.4607
H 0.1217 -1.7503 1.3673
H -0.0118 -1.8532 -1.9439
H 0.4413 -2.7352 -0.6438
H 1.2473 2.4211 -0.8949
H 0.2396 1.7063 0.2674
H 1.7035 0.3592 -1.8293
C -2.1509 1.0185 1.0456
N -1.7945 0.9119 -0.1524
H -0.8092 0.0703 -0.3570
H -1.6186 0.5385 1.8855
H -3.0217 1.6231 1.3260

As for the spin multiplicity: 1. As for the relative energy (zero: lowest compared OMol25 entry of this formula, charge and spin): 298.3 kJ/mol. As for the HOMO-LUMO gap: 7.652 eV. The value obtained for the LUMO energy is 0.0264 hartree. The molar mass is 102.141 g mol⁻¹.

---

Computed, not measured: a 2-piece molecular cluster, C4H12NS3 overall, with the ωB97M-V functional and the def2-TZVPD basis.

Geometry (Å):
C 1.8567 1.5777 -0.9515
C 1.6607 0.3354 -0.0679
S 1.5890 -1.1739 -1.0617
N 0.6988 1.7972 -1.7980
H 2.7961 1.4931 -1.4949
H 1.9275 2.4382 -0.2824
H 0.7503 0.4300 0.5213
H 2.5012 0.2388 0.6229
H 0.4879 0.9409 -2.2861
H 0.8510 2.5260 -2.4699
C -0.2386 -2.3753 1.8810
S -1.6577 -1.3072 2.2236
S -2.7587 -1.3611 0.4750
C -2.6394 0.3371 -0.1186
H -0.6218 -3.3349 1.5340
H 0.5453 -2.0468 1.2049
H 0.1975 -2.5283 2.8769
H -1.6233 0.6582 -0.2937
H -3.1727 0.3441 -1.0735
H -3.1500 1.0106 0.5586

As for the spin multiplicity: 2. As for the HOMO-LUMO gap (spin up / spin down): 9.217 / 6.312 eV. The value obtained for the LUMO energy (spin up / spin down) is 0.0282 / -0.0783 hartree. The molar mass is 170.348 g mol⁻¹.

---

Computed, not measured: a 8-piece molecular cluster, C18H54N11O8 overall at a distorted geometry, with the ωB97M-V functional and the def2-TZVPD basis.

Geometry (Å):
C -0.0794 0.2586 -2.6054
C -1.1538 0.9039 -1.8207
O -1.4412 2.1559 -2.2127
H -0.5196 -0.3564 -3.3904
H 0.5824 -0.4381 -2.0909
H 0.6099 0.9862 -3.0339
H -0.8318 0.9277 -0.7796
H -1.9983 0.2150 -1.8387
C -4.5641 -3.2121 -7.1335
C -3.7279 -2.9688 -5.8556
C -2.8117 -4.1870 -5.4949
O -2.1912 -4.1897 -4.1562
C -2.9850 -4.0551 -2.9822
N -2.9675 -1.7748 -6.1174
H -3.9838 -3.4832 -8.0154
H -5.1572 -2.3386 -7.4041
H -5.2943 -4.0127 -7.0152
H -4.4393 -2.6078 -5.1129
H -1.9710 -4.3772 -6.1620
H -3.4346 -5.0787 -5.4240
H -3.6136 -3.1685 -3.0649
H -2.5105 -4.0235 -2.0014
H -3.7215 -4.8580 -2.9472
H -2.2068 -1.7691 -6.7818
H -2.4755 -1.7142 -5.2374
C 7.1139 2.1032 -1.6457
C 6.7150 0.7679 -0.8662
C 7.5916 -0.4080 -1.2308
O 6.8888 -1.6274 -0.7700
C 5.6446 -1.8338 -1.4917
N 7.0220 1.1399 0.4838
H 6.2344 2.7311 -1.7886
H 7.2953 1.8905 -2.6992
H 8.0592 2.5002 -1.2760
H 5.6404 0.5923 -0.9168
H 8.5970 -0.2644 -0.8352
H 7.8504 -0.5795 -2.2757
H 5.3281 -2.8318 -1.1885
H 5.7746 -1.8222 -2.5739
H 4.8760 -1.1791 -1.0810
H 7.3261 0.3044 0.9630
H 7.8774 1.6626 0.3601
C 0.3933 -4.9288 5.0681
C -0.1961 -4.1414 3.8451
C -0.9741 -2.8815 4.2804
O -2.1352 -3.3160 5.0617
C -2.9966 -2.1615 5.2308
N 0.8085 -3.7243 2.8093
H -0.2519 -5.2419 5.8890
H 0.9611 -4.1889 5.6323
H 0.9704 -5.7698 4.6836
H -0.8882 -4.7892 3.3071
H -1.3077 -2.4480 3.3375
H -0.2850 -2.3041 4.8967
H -2.6034 -1.2896 5.7537
H -3.7648 -2.2908 5.9932
H -3.4940 -1.7796 4.3393
H 0.4238 -3.5039 1.9018
H 1.2814 -2.8387 2.9195
C -6.6708 -0.0745 1.3906
O -6.2750 0.1783 0.2692
N -7.2003 -1.2065 1.6705
N -6.6356 0.6612 2.4706
H -7.2231 -1.3369 2.6718
H -7.4560 -1.9196 1.0026
H -7.1206 0.4338 3.3268
H -6.1288 1.5334 2.4198
C 3.4670 3.1343 3.3838
O 2.9374 3.8967 4.1542
N 3.0055 2.7147 2.2694
N 4.5844 2.6138 3.6338
H 3.6919 2.2520 1.6907
H 2.1018 2.9056 1.8606
H 5.1465 2.2099 2.8983
H 5.1873 3.1274 4.2607
C 1.1476 7.1435 -1.6323
O 1.4082 8.2062 -1.1333
N 1.9663 6.2329 -2.0299
N -0.0906 6.7698 -1.6162
H 2.9637 6.2600 -1.8731
H 1.4157 5.4818 -2.4207
H -0.2266 5.7900 -1.8199
H -0.9233 7.3385 -1.5583
C -3.0732 4.0823 3.0194
O -3.7722 3.9612 2.0386
N -3.5235 4.3583 4.2090
N -1.7497 4.0431 3.0112
H -4.5258 4.4352 4.3071
H -2.8143 4.3442 4.9280
H -1.0286 4.2317 3.6928
H -1.4749 3.8158 2.0663

As for the spin multiplicity: 1. As for the relative energy (zero: lowest compared OMol25 entry of this formula, charge and spin): 476.9 kJ/mol. Its total charge is -1. As for the HOMO-LUMO gap: 4.276 eV. The value obtained for the LUMO energy is 0.0735 hartree. The molar mass is 552.699 g mol⁻¹.

---

Computed, not measured: a 2-piece molecular cluster, C4H9NO2 overall at a distorted geometry, with the ωB97M-V functional and the def2-TZVPD basis.

Geometry (Å):
C -1.5753 -0.0565 0.8770
C 2.4583 1.2238 1.0624
C 1.1544 1.1652 1.1090
C -0.8702 -0.9780 -1.3241
N -1.3174 -0.0263 -0.4055
O -1.7049 -1.3948 1.2384
O -0.2231 -0.2746 -2.3507
H 3.1741 1.3431 1.8996
H 2.9073 0.8133 0.1183
H -0.9665 0.9160 -0.6781
H 0.6315 0.9952 0.1621
H 0.5642 1.4785 1.9890
H -0.0468 -1.6225 -0.8664
H -1.6672 -1.6597 -1.6718
H -1.9433 -1.4662 2.1417
H -0.5751 -0.4564 -3.3010

As for the spin multiplicity: 3. As for the relative energy (zero: lowest compared OMol25 entry of this formula, charge and spin): 140.4 kJ/mol. As for the HOMO-LUMO gap (spin up / spin down): 6.023 / 8.539 eV. The value obtained for the LUMO energy (spin up / spin down) is 0.0274 / -0.0413 hartree. The molar mass is 103.121 g mol⁻¹.

---

Computed, not measured: C8H7FO3 in the gas phase at a distorted geometry, with the ωB97M-V functional and the def2-TZVPD basis.

Geometry (Å):
C 1.1167 2.0290 1.1391
C 0.5762 2.2202 -0.0479
C -0.6707 2.9099 -0.4205
C -1.3646 2.0228 -1.1484
C -0.5015 0.8271 -1.1780
C -0.8077 -0.4147 -0.7774
F -2.0945 -0.8282 -0.8380
C 0.1706 -1.4289 -0.3441
O 1.3668 -1.2895 -0.3573
O -0.4439 -2.5126 0.1501
C 0.4300 -3.4869 0.6988
O 0.7840 1.2218 -0.9895
H 1.8544 1.2571 1.2651
H 0.9594 2.7144 1.9523
H -0.9530 3.8816 -0.0680
H -2.3557 2.0645 -1.5485
H 1.0206 -3.9538 -0.0906
H -0.1971 -4.2230 1.1940
H 1.1100 -3.0107 1.4088

As for the spin multiplicity: 1. As for the relative energy (zero: lowest compared OMol25 entry of this formula, charge and spin): 154.7 kJ/mol. Its SMILES is C=c1cc/c(=C(\F)C(=O)OC)o1. As for the HOMO-LUMO gap: 8.955 eV. The value obtained for the LUMO energy is 0.0038 hartree. The molar mass is 170.139 g mol⁻¹.

---

What is the spin multiplicity in the second record?
1

---

spin multiplicity of number 5 (C4H9NO2)?
3

---

Please write out number 6 again, unchanged.
Computed, not measured: C8H7FO3 in the gas phase at a distorted geometry, with the ωB97M-V functional and the def2-TZVPD basis.

Geometry (Å):
C 1.1167 2.0290 1.1391
C 0.5762 2.2202 -0.0479
C -0.6707 2.9099 -0.4205
C -1.3646 2.0228 -1.1484
C -0.5015 0.8271 -1.1780
C -0.8077 -0.4147 -0.7774
F -2.0945 -0.8282 -0.8380
C 0.1706 -1.4289 -0.3441
O 1.3668 -1.2895 -0.3573
O -0.4439 -2.5126 0.1501
C 0.4300 -3.4869 0.6988
O 0.7840 1.2218 -0.9895
H 1.8544 1.2571 1.2651
H 0.9594 2.7144 1.9523
H -0.9530 3.8816 -0.0680
H -2.3557 2.0645 -1.5485
H 1.0206 -3.9538 -0.0906
H -0.1971 -4.2230 1.1940
H 1.1100 -3.0107 1.4088

As for the spin multiplicity: 1. As for the relative energy (zero: lowest compared OMol25 entry of this formula, charge and spin): 154.7 kJ/mol. Its SMILES is C=c1cc/c(=C(\F)C(=O)OC)o1. As for the HOMO-LUMO gap: 8.955 eV. The value obtained for the LUMO energy is 0.0038 hartree. The molar mass is 170.139 g mol⁻¹.